# 1
Below is a cluster of 41 separate species, F6H80O40P in total, with properties calculated with the ωB97M-V functional and the def2-TZVPD basis.

```
! RIJCOSX wB97M-V def2-TZVPD def2/J DEFGRID3
* xyz -1 1
P -6.86 -20.09 -28.03
F -6.02 -18.74 -28.32
F -5.58 -20.88 -28.74
F -6.09 -20.25 -26.57
F -7.56 -21.51 -27.66
F -8.00 -19.33 -27.24
F -7.87 -20.04 -29.32
O -10.13 -15.70 -31.22
H -10.46 -14.84 -30.94
H -9.77 -16.08 -30.42
O -10.61 -22.01 -31.04
H -10.65 -21.17 -31.48
H -10.14 -21.83 -30.22
O -0.78 -23.82 -29.88
H -0.63 -24.49 -29.21
H -1.51 -23.30 -29.54
O -1.85 -16.71 -26.05
H -1.06 -17.24 -25.96
H -2.10 -16.79 -26.97
O -5.43 -15.41 -31.09
H -4.83 -14.88 -30.57
H -4.90 -16.14 -31.41
O -7.73 -20.18 -23.40
H -7.16 -19.50 -23.77
H -8.53 -19.72 -23.17
O -5.04 -21.57 -31.09
H -5.06 -21.25 -30.19
H -4.90 -22.51 -31.01
O -6.40 -20.82 -33.24
H -6.08 -21.05 -32.36
H -7.25 -21.25 -33.31
O -5.44 -17.43 -22.02
H -5.69 -17.74 -22.89
H -6.13 -16.81 -21.78
O -12.74 -21.97 -29.01
H -12.22 -22.62 -29.49
H -12.11 -21.28 -28.78
O -2.16 -17.70 -28.63
H -1.69 -16.98 -29.06
H -2.37 -18.30 -29.35
O -2.70 -22.42 -28.51
H -2.76 -21.69 -27.89
H -3.45 -22.97 -28.31
O -8.90 -22.49 -33.04
H -9.51 -22.64 -32.32
H -9.38 -22.75 -33.83
O -8.81 -15.04 -25.46
H -8.05 -14.99 -24.88
H -9.15 -15.92 -25.33
O -10.35 -25.84 -25.67
H -9.41 -25.64 -25.69
H -10.68 -25.33 -24.93
O -5.67 -18.50 -24.56
H -6.13 -18.69 -25.38
H -4.86 -19.00 -24.62
O -7.01 -23.57 -29.60
H -6.62 -22.86 -30.10
H -7.44 -24.12 -30.26
O -9.94 -19.15 -33.15
H -9.36 -18.85 -32.45
H -9.64 -18.68 -33.93
O -9.61 -14.91 -28.07
H -9.62 -15.03 -27.12
H -8.87 -14.33 -28.23
O -4.05 -19.88 -21.80
H -4.44 -19.01 -21.78
H -4.27 -20.22 -22.67
O -7.53 -22.29 -21.52
H -7.45 -21.53 -22.10
H -6.78 -22.84 -21.74
O -12.09 -17.82 -27.86
H -12.48 -18.53 -27.35
H -12.68 -17.70 -28.59
O -3.17 -20.16 -26.80
H -2.63 -19.50 -27.23
H -4.04 -20.03 -27.15
O -10.46 -20.39 -28.37
H -10.83 -19.59 -27.99
H -9.52 -20.24 -28.39
O -10.21 -17.43 -26.00
H -9.42 -17.95 -26.09
H -10.68 -17.56 -26.82
O -2.78 -23.17 -33.04
H -3.07 -22.72 -32.25
H -3.07 -22.61 -33.76
O -4.58 -23.59 -25.13
H -4.28 -23.33 -26.00
H -4.36 -24.53 -25.07
O -4.28 -24.25 -30.71
H -3.55 -24.87 -30.61
H -4.84 -24.65 -31.38
O -3.89 -20.93 -24.07
H -4.11 -21.86 -24.16
H -3.66 -20.66 -24.96
O -12.58 -20.02 -26.29
H -12.78 -20.90 -25.98
H -13.19 -19.46 -25.81
O -0.89 -21.16 -25.08
H -1.82 -20.98 -25.21
H -0.86 -21.80 -24.37
O -3.94 -18.14 -31.64
H -3.02 -18.29 -31.85
H -4.40 -18.88 -32.02
O -12.80 -16.51 -25.52
H -13.00 -16.36 -26.44
H -11.92 -16.89 -25.52
O -11.31 -22.70 -25.67
H -11.33 -22.35 -26.56
H -10.41 -22.58 -25.38
O -10.22 -23.99 -28.24
H -10.33 -24.45 -27.40
H -9.42 -23.48 -28.13
O -4.72 -13.86 -26.78
H -5.19 -13.09 -27.07
H -4.81 -14.49 -27.50
O -5.96 -15.80 -28.23
H -6.63 -15.91 -28.89
H -5.44 -16.61 -28.27
O -4.69 -24.29 -27.87
H -4.59 -24.28 -28.82
H -5.60 -24.53 -27.72
O -8.57 -21.84 -25.33
H -8.32 -21.46 -26.17
H -8.05 -21.37 -24.68
O -7.79 -24.44 -25.93
H -7.07 -24.43 -25.29
H -7.99 -23.51 -26.07
*
```

## Properties
- frontier orbital gap (eV) = 9.224
- LUMO energy (eV) = 1.20
- relative energy (zero: lowest compared OMol25 entry of this formula, charge and spin) (kcal/mol) = 26.4
- E_HOMO (eV) = -8.03
- maximum force (eV/A) = 2.066

# 2
Below is a cluster of 2 separate species, C63H82N5O6 in total, with properties calculated with the ωB97M-V functional and the def2-TZVPD basis.

```
! RIJCOSX wB97M-V def2-TZVPD def2/J DEFGRID3
* xyz 1 1
C -0.58 -4.15 -1.60
C -2.02 -4.13 -1.11
C -2.94 -4.39 -2.31
C -2.29 -5.27 -0.13
C -2.25 -2.72 -0.46
C -2.94 -1.80 -1.25
C -3.51 -0.68 -0.67
C -3.33 -0.46 0.69
C -2.40 -1.19 1.44
C -2.20 -0.70 2.91
C -0.76 -0.78 3.38
C -3.15 -1.50 3.84
C -2.59 0.78 3.07
C -1.78 -2.31 0.82
N -0.70 -3.02 1.48
C -0.92 -3.91 2.63
C 0.46 -4.27 3.11
N 1.35 -3.78 2.06
C 2.75 -4.17 2.07
C 3.17 -5.44 1.58
C 2.27 -6.66 1.20
C 2.97 -7.63 0.22
C 1.00 -6.24 0.48
C 1.94 -7.47 2.46
C 4.54 -5.70 1.47
C 5.48 -4.71 1.69
C 5.07 -3.50 2.22
C 3.75 -3.31 2.62
C 3.53 -2.26 3.77
C 4.77 -1.40 4.02
C 3.21 -3.05 5.05
C 2.43 -1.27 3.47
C 0.67 -2.88 1.24
C 1.22 -1.79 0.54
C 2.56 -1.90 -0.03
C 2.85 -2.92 -0.98
C 4.16 -3.20 -1.34
C 5.20 -2.48 -0.73
N 6.46 -3.12 -0.59
O 7.34 -2.58 0.13
O 6.63 -4.25 -1.12
C 4.93 -1.30 0.01
C 3.62 -1.00 0.30
H 0.09 -3.93 -0.76
H -0.31 -5.13 -2.02
H -0.42 -3.37 -2.35
H -3.99 -4.26 -2.04
H -2.70 -3.75 -3.17
H -2.82 -5.43 -2.65
H -3.31 -5.20 0.27
H -2.18 -6.24 -0.64
H -1.58 -5.26 0.69
H -3.10 -1.98 -2.31
H -4.12 -0.01 -1.26
H -3.92 0.32 1.16
H -0.10 -0.23 2.70
H -0.64 -0.34 4.38
H -0.41 -1.81 3.45
H -4.17 -1.11 3.73
H -3.19 -2.57 3.60
H -2.85 -1.38 4.89
H -3.68 0.91 3.06
H -2.24 1.17 4.04
H -2.15 1.39 2.28
H -1.52 -3.42 3.41
H -1.49 -4.81 2.35
H 0.69 -3.80 4.08
H 0.57 -5.35 3.25
H 3.79 -8.18 0.69
H 2.25 -8.38 -0.13
H 3.35 -7.10 -0.66
H 0.40 -5.57 1.08
H 1.26 -5.73 -0.46
H 0.38 -7.11 0.23
H 1.44 -6.86 3.22
H 1.28 -8.32 2.21
H 2.86 -7.86 2.90
H 4.91 -6.67 1.16
H 6.53 -4.93 1.53
H 5.83 -2.73 2.38
H 5.04 -0.82 3.13
H 4.57 -0.67 4.82
H 5.64 -1.99 4.34
H 2.32 -3.68 4.92
H 4.06 -3.70 5.30
H 3.03 -2.37 5.89
H 1.53 -1.78 3.16
H 2.20 -0.67 4.37
H 2.72 -0.58 2.66
H 0.85 -0.82 0.89
H 2.02 -3.47 -1.42
H 4.42 -4.01 -2.03
H 5.78 -0.71 0.34
H 3.39 -0.03 0.76
C -2.63 9.84 -2.05
O -3.27 9.49 -3.30
C -3.11 8.24 -3.81
C -2.25 7.25 -3.33
C -2.51 5.90 -3.61
C -1.75 4.81 -2.90
C -2.41 4.33 -1.59
C -2.78 5.52 -0.69
O -3.78 6.22 -0.74
N -1.77 5.62 0.23
C -1.73 6.75 1.13
C -0.84 4.49 0.25
C 0.54 4.89 -0.29
C -0.68 3.96 1.68
N -1.53 3.57 -0.68
C -1.22 2.27 -0.91
C -0.39 1.45 -0.15
C 0.42 0.41 -0.71
C 1.66 0.78 -1.37
C 2.09 0.12 -2.54
C 3.28 0.49 -3.16
C 4.08 1.49 -2.60
C 3.69 2.13 -1.43
C 2.48 1.80 -0.83
C -3.49 5.57 -4.55
C -4.30 6.56 -5.12
O -5.37 6.36 -5.93
C -5.54 5.04 -6.50
C -4.04 7.92 -4.82
O -4.79 8.90 -5.39
C -6.10 9.20 -4.81
H -3.04 10.83 -1.81
H -2.88 9.11 -1.26
H -1.54 9.91 -2.18
H -1.42 7.52 -2.67
H -1.70 3.91 -3.54
H -0.73 5.14 -2.68
H -3.33 3.76 -1.82
H -1.90 7.68 0.57
H -2.50 6.66 1.91
H -0.75 6.78 1.61
H 0.46 5.51 -1.19
H 1.07 5.46 0.49
H 1.12 3.99 -0.52
H -1.57 3.39 1.98
H 0.22 3.35 1.75
H -0.57 4.80 2.38
H -1.69 1.86 -1.81
H -0.38 1.55 0.94
H -0.06 -0.54 -0.99
H 1.47 -0.68 -2.95
H 3.60 -0.01 -4.07
H 5.05 1.75 -3.05
H 4.33 2.90 -0.97
H 2.17 2.27 0.11
H -3.66 4.52 -4.81
H -6.38 5.15 -7.19
H -4.64 4.73 -7.04
H -5.78 4.31 -5.71
H -6.49 10.00 -5.44
H -6.74 8.31 -4.85
H -5.98 9.55 -3.78
*
```

## Properties
- frontier orbital gap (eV) = 4.741
- LUMO energy (eV) = -4.79
- E_HOMO (eV) = -9.53
- maximum force (eV/A) = 3.190

# 3
Below is a cluster of 2 separate species, C9H11O3 in total, with properties calculated with the ωB97M-V functional and the def2-TZVPD basis.

```
! RIJCOSX wB97M-V def2-TZVPD def2/J DEFGRID3
* xyz -1 1
C 1.58 -3.32 0.37
C 2.93 -2.89 -0.18
O 3.91 -3.63 0.08
O 2.96 -1.85 -0.89
H 0.72 -2.99 -0.22
H 1.59 -2.86 1.37
H 1.45 -4.39 0.55
C 1.47 1.63 0.17
C -2.73 1.10 -0.23
C -1.99 1.36 -1.36
C -2.16 1.15 1.02
C -0.65 1.64 -1.21
C -0.79 1.43 1.19
C -0.01 1.60 0.04
O -4.10 0.87 -0.24
H -4.43 0.93 -1.14
H -2.51 1.46 -2.31
H -2.71 0.89 1.91
H 0.15 1.61 -1.95
H -0.40 1.49 2.19
H 1.99 2.56 -0.06
H 1.97 0.79 -0.32
H 1.75 1.41 1.21
*
```

## Properties
- frontier orbital gap (eV) = 6.334
- LUMO energy (eV) = 2.62
- relative energy (zero: lowest compared OMol25 entry of this formula, charge and spin) (kcal/mol) = 31.7
- E_HOMO (eV) = -3.71
- maximum force (eV/A) = 2.240

# 4
Below is a structure of composition C21H37GeIrN6O2SSe, with properties calculated with the ωB97M-V functional and the def2-TZVPD basis.

```
! RIJCOSX wB97M-V def2-TZVPD def2/J DEFGRID3
* xyz 2 1
Ir -0.55 1.07 -0.78
N -0.57 -5.53 0.96
C -0.89 -4.53 0.11
C 0.02 -4.11 -0.88
C -0.31 -3.10 -1.75
C -1.54 -2.46 -1.65
C -2.46 -2.87 -0.68
C -2.14 -3.88 0.20
S -2.06 -1.33 -2.86
O -1.22 -1.41 -4.01
O -3.48 -1.33 -2.94
N -1.73 0.19 -2.13
C -2.37 1.32 -2.54
N -1.79 2.28 -1.74
C -2.08 3.57 -1.88
C -3.02 3.90 -2.84
C -3.58 2.87 -3.59
N -3.25 1.58 -3.46
H 0.24 -6.09 0.80
H -1.28 -5.93 1.56
H 0.97 -4.62 -0.98
H 0.37 -2.83 -2.56
H -3.44 -2.42 -0.65
H -2.86 -4.21 0.93
H -1.58 4.28 -1.24
H -3.31 4.93 -2.99
H -4.31 3.09 -4.35
C -1.71 0.42 5.15
C -0.35 0.09 4.58
N 0.04 0.97 3.46
C 0.67 2.26 3.81
C -0.29 3.44 3.81
C -0.25 0.67 2.20
C -0.90 -0.64 1.89
N 0.02 1.48 1.19
H -2.01 -0.36 5.85
H -2.47 0.48 4.37
H -1.71 1.36 5.69
H -0.29 -0.94 4.24
H 0.43 0.20 5.34
H 1.51 2.42 3.13
H 1.11 2.13 4.79
H -0.74 3.61 2.83
H 0.24 4.34 4.10
H -1.10 3.28 4.52
H -0.26 -1.48 2.15
H -1.13 -0.74 0.82
H -1.84 -0.75 2.43
H 0.44 2.36 1.46
C 2.17 -1.29 0.13
Ge 3.20 -0.47 -1.31
C 2.55 -1.04 -3.07
C 5.12 -0.74 -1.14
C 2.94 1.49 -0.97
Se 1.31 2.43 -1.41
C 1.29 2.28 -3.35
H 2.21 -2.38 0.08
H 1.11 -1.02 0.06
H 2.54 -0.97 1.11
H 2.67 -2.12 -3.14
H 3.14 -0.60 -3.87
H 1.49 -0.82 -3.24
H 5.37 -1.79 -1.21
H 5.49 -0.36 -0.19
H 5.64 -0.22 -1.95
H 3.72 2.08 -1.45
H 3.02 1.65 0.11
H 1.70 1.33 -3.66
H 1.88 3.12 -3.72
H 0.26 2.38 -3.68
*
```

## Properties
- frontier orbital gap (eV) = 5.903
- LUMO energy (eV) = -7.34
- relative energy (zero: lowest compared OMol25 entry of this formula, charge and spin) (kcal/mol) = 0.0
- E_HOMO (eV) = -13.24
- maximum force (eV/A) = 0.989

# 5
Below is a cluster of 2 separate species, C9H14 in total, with properties calculated with the ωB97M-V functional and the def2-TZVPD basis.

```
! RIJCOSX wB97M-V def2-TZVPD def2/J DEFGRID3
* xyz 0 1
C 0.55 4.05 0.56
C 0.66 2.60 0.51
C 1.03 1.91 1.66
C 0.92 0.54 1.75
C 0.69 -0.25 0.59
C 0.35 0.40 -0.62
C 0.39 1.78 -0.59
H -0.54 4.28 0.17
H 1.15 4.50 -0.21
H 0.56 4.53 1.51
H 1.24 2.50 2.49
H 1.08 0.15 2.74
H 0.54 -1.36 0.66
H 0.04 -0.08 -1.56
H 0.36 2.36 -1.53
C -1.55 -3.17 -1.64
C -0.68 -3.80 -0.39
H -2.18 -3.89 -2.16
H -2.20 -2.36 -1.27
H -0.90 -2.71 -2.32
H -1.17 -3.78 0.60
H 0.25 -3.33 -0.41
H -0.59 -4.88 -0.57
*
```

## Properties
- frontier orbital gap (eV) = 9.838
- LUMO energy (eV) = 1.03
- structure (SMILES) = Cc1ccccc1.CC
- relative energy (zero: lowest compared OMol25 entry of this formula, charge and spin) (kcal/mol) = 28.7
- E_HOMO (eV) = -8.81
- maximum force (eV/A) = 4.234

# 6
Below is a structure of composition C12H21CoN5O6P2S, with properties calculated with the ωB97M-V functional and the def2-TZVPD basis.

```
! RIJCOSX wB97M-V def2-TZVPD def2/J DEFGRID3
* xyz 0 2
Co 0.00 1.07 0.55
C 3.21 -1.48 -3.47
C 3.39 0.04 -3.42
N 2.15 0.73 -3.07
C 1.67 0.80 -1.83
S 0.19 1.71 -1.60
N 2.36 0.23 -0.86
N 1.75 0.35 0.34
C 2.33 -0.13 1.39
C 3.64 -0.84 1.37
C 1.57 0.07 2.62
C 1.99 -0.35 3.88
C 1.17 -0.10 4.97
C -0.04 0.54 4.79
C -0.39 0.93 3.51
N 0.40 0.71 2.46
H 4.15 -1.96 -3.72
H 2.47 -1.75 -4.22
H 2.87 -1.85 -2.51
H 3.71 0.42 -4.38
H 4.14 0.30 -2.68
H 1.64 1.21 -3.78
H 3.89 -1.11 0.34
H 3.60 -1.74 1.98
H 4.43 -0.20 1.75
H 2.93 -0.86 4.00
H 1.48 -0.42 5.96
H -0.70 0.75 5.62
H -1.32 1.44 3.28
N -2.95 0.37 -2.40
C -3.12 0.11 -0.91
C -4.54 -0.38 -0.65
P -1.83 -1.23 -0.57
O -2.76 -2.42 0.00
O -1.32 -1.55 -1.94
O -0.90 -0.85 0.54
P -2.84 1.82 -0.14
O -4.20 2.10 0.66
O -2.73 2.71 -1.32
O -1.77 1.79 0.94
H -3.80 0.16 -2.91
H -2.18 -0.27 -2.69
H -2.72 1.39 -2.48
H -4.72 -1.32 -1.18
H -5.27 0.37 -0.94
H -4.67 -0.59 0.41
H -2.32 -2.85 0.73
H -4.03 2.15 1.61
*
```

## Properties
- frontier orbital gap (spin up / spin down) (eV) = 7.473 / 7.449
- LUMO energy (spin up / spin down) (eV) = -0.26 / -0.31
- expectation value of S² = 0.76
- E_HOMO (spin up / spin down) (eV) = -7.73 / -7.76
- maximum force (eV/A) = 0.373